# 1
Molecular formula: C8H9N2PS2
Method: DFT, wB97M-V/def2-TZVPD

Geometry (Å):
C (3.017, 1.063, 1.069)
C (1.889, 1.557, 0.436)
C (3.114, -0.289, 1.360)
C (0.850, 0.708, 0.108)
C (2.083, -1.148, 1.034)
C (0.945, -0.643, 0.418)
C (-1.859, -0.386, 1.021)
C (-3.580, 0.357, -1.061)
N (-1.360, -1.046, -0.003)
N (-0.111, -1.518, 0.060)
P (0.202, -3.068, -0.375)
S (-1.254, -0.435, 2.574)
S (-3.350, 0.487, 0.741)
H (3.822, 1.729, 1.339)
H (1.809, 2.604, 0.189)
H (3.994, -0.675, 1.851)
H (-0.032, 1.083, -0.388)
H (2.132, -2.200, 1.279)
H (-2.661, -0.027, -1.491)
H (-3.802, 1.351, -1.434)
H (-4.403, -0.317, -1.266)
H (-1.157, -3.368, -0.543)

As for the spin multiplicity: 1. The calculation puts the total energy at -42378.79620 eV. As for the orbital gap (alpha / beta): 6.026 / 6.016 eV. Its total charge is 0. For the energy above the lowest of the compared OMol25 structures with the same formula, charge and spin, the calculation gives 54.5 kcal/mol. For the LUMO energy (alpha / beta), the calculation gives -1.9 / -1.9 eV.


# 2
Molecular formula: C8H9N2S
Method: DFT, wB97M-V/def2-TZVPD

Geometry (Å):
N (-1.682, -2.035, 0.108)
C (-1.122, -0.890, -0.013)
C (0.219, -0.459, -0.016)
C (1.341, -1.310, -0.215)
C (2.575, -0.698, -0.305)
C (2.673, 0.646, -0.182)
C (1.583, 1.467, -0.013)
C (0.299, 0.951, -0.023)
C (-1.051, 1.505, -0.118)
N (-1.858, 0.343, -0.130)
S (-3.638, 0.376, -0.223)
H (-1.083, -2.850, 0.031)
H (-2.647, -2.216, 0.173)
H (1.284, -2.388, -0.221)
H (3.458, -1.222, -0.729)
H (3.650, 1.155, -0.018)
H (1.843, 2.597, 0.022)
H (-1.341, 1.988, 0.824)
H (-1.358, 2.099, -0.903)
H (-3.602, 1.168, 0.836)

As for the spin multiplicity: 1. The calculation puts the total energy at -22250.25832 eV. As for the orbital gap: 9.124 eV. Its total charge is +1. For the energy above the lowest of the compared OMol25 structures with the same formula, charge and spin, the calculation gives 37.0 kcal/mol. For the LUMO energy, the calculation gives -4.1 eV. As for the SMILES: [NH2+]=C1c2ccccc2CN1S.


# 3
Molecular formula: C8H9N3
Method: DFT, wB97M-V/def2-TZVPD

Geometry (Å):
C (1.252, 0.346, 0.588)
C (0.272, -0.735, 0.188)
C (0.498, -2.091, 0.799)
C (-0.782, -0.541, -0.595)
C (-2.016, -1.450, -0.505)
N (-2.921, -2.086, -0.178)
N (-1.099, 0.693, -1.098)
C (-2.400, 1.140, -1.432)
C (-2.215, 2.210, -2.253)
N (-0.932, 2.508, -2.317)
C (-0.303, 1.574, -1.643)
H (1.761, -0.009, 1.556)
H (2.153, 0.587, -0.130)
H (0.883, 1.355, 0.841)
H (1.554, -2.452, 0.834)
H (0.202, -2.070, 1.767)
H (-0.135, -2.818, 0.284)
H (-3.293, 0.613, -1.026)
H (-3.094, 2.625, -2.800)
H (0.723, 1.443, -1.452)

As for the spin multiplicity: 1. The calculation puts the total energy at -12909.99842 eV. As for the orbital gap: 9.386 eV. Its total charge is 0. For the energy above the lowest of the compared OMol25 structures with the same formula, charge and spin, the calculation gives 51.0 kcal/mol. For the LUMO energy, the calculation gives 0.3 eV. As for the SMILES: CC(C)=C(C#N)n1ccnc1.


# 4
Molecular formula: C8H9N3O3P
Method: DFT, wB97M-V/def2-TZVPD

Geometry (Å):
C (1.295, 1.317, 1.750)
C (0.734, 0.549, 0.588)
C (1.610, -0.604, 0.192)
N (0.244, -0.795, 0.742)
C (-0.923, -0.913, 0.048)
O (-1.432, -1.997, -0.483)
P (-0.814, -3.439, -1.174)
C (-1.284, 0.486, -0.494)
N (-2.329, 0.785, -1.294)
C (-2.295, 2.023, -2.022)
O (-3.165, 2.231, -2.834)
N (-1.296, 2.846, -1.648)
C (-0.073, 2.554, -0.974)
O (0.897, 3.268, -1.137)
C (-0.177, 1.264, -0.365)
H (0.401, 1.679, 2.357)
H (1.932, 2.146, 1.391)
H (2.073, 0.818, 2.420)
H (1.453, -1.105, -0.792)
H (2.376, -1.021, 0.806)
H (-1.304, -4.387, -0.173)
H (0.508, -3.282, -0.606)
H (-3.027, 0.079, -1.508)
H (-1.159, 3.745, -2.212)

As for the spin multiplicity: 1. The calculation puts the total energy at -28334.52928 eV. As for the orbital gap: 7.818 eV. Its total charge is +1. For the energy above the lowest of the compared OMol25 structures with the same formula, charge and spin, the calculation gives 4.3 kcal/mol. For the LUMO energy, the calculation gives -5.8 eV. As for the SMILES: C[C@@]12C[N+]1=C(OP)c1[nH]c(=O)[nH]c(=O)c12.


# 5
Molecular formula: C8H9N5PS
Method: DFT, wB97M-V/def2-TZVPD

Geometry (Å):
C (3.952, 2.229, 0.353)
S (2.292, 2.336, 1.119)
C (1.527, 0.856, 0.574)
N (2.147, 0.087, -0.331)
C (1.386, -0.776, -0.990)
N (0.091, -0.909, -0.954)
N (-0.513, -0.206, 0.042)
C (-1.813, -0.244, 0.424)
P (-3.034, -1.479, -0.085)
C (-3.136, -1.455, -1.990)
C (-1.741, -2.688, 0.128)
N (-0.865, -3.340, 0.504)
C (-1.874, 0.528, 1.665)
N (-0.664, 1.137, 1.798)
C (0.189, 0.619, 0.889)
H (3.947, 1.810, -0.618)
H (4.482, 1.631, 0.964)
H (4.255, 3.187, 0.544)
H (1.912, -1.516, -1.579)
H (-3.062, -2.362, -2.410)
H (-2.445, -0.705, -2.428)
H (-4.040, -1.119, -2.367)
H (-2.787, 0.806, 2.170)
H (-0.207, 1.571, 2.577)

As for the spin multiplicity: 1. The calculation puts the total energy at -36007.36310 eV. As for the orbital gap: 8.263 eV. Its total charge is +1. For the energy above the lowest of the compared OMol25 structures with the same formula, charge and spin, the calculation gives 0.0 kcal/mol. For the LUMO energy, the calculation gives -4.9 eV. As for the SMILES: CSc1ncnn2c(P(C)C#N)c[nH+]c12.


# 6
Molecular formula: C8H9NO3S
Method: DFT, wB97M-V/def2-TZVPD

Geometry (Å):
C (-2.881, 0.547, 0.862)
C (-2.009, -0.203, 1.660)
C (-2.783, 0.505, -0.521)
C (-0.979, -0.858, 1.017)
C (-1.721, -0.141, -1.170)
C (-0.845, -0.889, -0.390)
C (1.655, 0.504, -1.416)
C (2.327, -0.389, -0.580)
N (3.224, 1.146, 1.209)
O (1.196, 0.299, -2.550)
O (0.452, -2.921, -0.319)
O (2.496, -0.143, 0.789)
S (0.452, -1.795, -1.214)
H (-3.643, 1.054, 1.411)
H (-2.006, -0.239, 2.813)
H (-3.479, 1.103, -1.066)
H (-0.139, -1.327, 1.444)
H (-1.676, 0.020, -2.215)
H (1.470, 1.581, -0.955)
H (3.059, -0.997, -1.096)
H (3.210, 1.695, 0.415)
H (2.619, 1.446, 1.873)

As for the spin multiplicity: 1. The calculation puts the total energy at -26903.73042 eV. As for the orbital gap (alpha / beta): 7.536 / 7.541 eV. Its total charge is 0. For the energy above the lowest of the compared OMol25 structures with the same formula, charge and spin, the calculation gives 128.4 kcal/mol. For the LUMO energy (alpha / beta), the calculation gives -1.2 / -1.2 eV.